i.
Formula: C3H16N2O3
Source: the Open Molecules 2025 dataset
Level of theory: wB97M-V/def2-TZVPD

Last column: natural (NBO) charge in e.
CARTESIAN COORDINATES (ANGSTROEM)
C1 0.5357 1.2127 0.0278  -0.424
N1 0.3448 -0.2102 -0.3776  -0.602
C2 0.6260 -0.3358 -1.8171  -0.239
C3 0.8780 -1.8171 -2.1128  -0.239
N2 0.9734 -2.0645 -3.5448  -0.893
H1 -0.3261 1.8702 -0.2544  0.191
H2 0.5825 1.3074 1.1188  0.207
H3 1.4120 1.5474 -0.5476  0.171
H4 1.1302 -0.7167 0.0793  0.343
H5 1.4454 0.2070 -2.2791  0.163
H6 -0.2382 0.0491 -2.4045  0.182
H7 -0.0860 -2.3395 -1.8495  0.191
H8 1.5935 -2.4438 -1.5776  0.208
H9 0.2340 -1.5469 -3.9777  0.372
H10 1.8370 -2.2239 -4.0271  0.382
O1 -3.4350 2.9986 5.7549  -0.955
H11 -3.9108 2.2112 6.0519  0.472
H12 -2.6634 2.9791 6.3418  0.484
O2 1.2898 -5.1599 -3.0540  -0.963
H13 1.3044 -4.2035 -3.1883  0.483
H14 0.9661 -5.5782 -3.8556  0.469
O3 -1.3951 4.5261 5.4248  -0.972
H15 -2.3100 4.6493 5.1476  0.494
H16 -0.7883 5.0820 4.9207  0.478

The HOMO-LUMO gap is 10.0 eV. The calculation puts the molar mass at 128.17 Da.

***

ii.
Formula: C3H16N2O3
Source: the Open Molecules 2025 dataset
Level of theory: wB97M-V/def2-TZVPD

Last column: natural (NBO) charge in e.
CARTESIAN COORDINATES (ANGSTROEM)
N1 -1.0137 3.5344 -0.0548  -0.764
C1 0.9480 1.0087 1.6114  -0.626
C2 1.1307 0.2168 0.3043  -0.325
C3 0.0902 0.7562 -0.8118  -0.319
N2 -1.1939 1.0727 -0.2575  -0.344
H1 -0.9358 4.1159 -0.8929  0.350
H2 0.6053 2.0003 1.2580  0.202
H3 0.0907 0.5894 2.1460  0.242
H4 1.8405 1.1751 2.1956  0.226
H5 2.1071 0.4275 -0.1448  0.218
H6 0.9894 -0.8404 0.5377  0.295
H7 0.0946 -0.0998 -1.4966  0.300
H8 0.5248 1.6498 -1.2799  0.271
H9 -1.2472 2.2061 -0.2554  0.348
H10 -1.8180 0.5606 -0.8897  0.397
H11 0.8359 -2.0038 -2.9942  0.480
H12 0.3708 -1.8202 -1.5184  0.521
O1 0.7247 -1.3399 -2.3046  -1.019
H13 -0.2219 -2.3083 0.9277  0.483
H14 -0.5073 -3.5532 -0.3215  0.456
O2 -0.4318 -2.5919 -0.2554  -1.155
H15 -1.6953 4.0096 0.5442  0.358
H16 -0.8174 -2.1931 2.5676  0.446
O3 -0.0275 -2.0366 2.0331  -1.042

The HOMO-LUMO gap is 3.3 eV. The calculation puts the molar mass at 128.17 Da.

***

Which one sits at the bottom of the stability order? ii does.

***

i.
Formula: C5H14N2
Source: the Open Molecules 2025 dataset
Level of theory: wB97M-V/def2-TZVPD

Last column: natural (NBO) charge in e.
CARTESIAN COORDINATES (ANGSTROEM)
C1 2.3215 0.9325 -0.9971  -0.571
C2 1.1225 0.8109 -0.0017  -0.175
C3 -0.2653 1.2456 -0.5643  -0.398
C4 -1.3100 0.5835 0.3254  -0.300
C5 -1.7799 -1.7725 0.9137  -0.471
N1 -1.5512 -0.7920 -0.1700  -0.164
N2 1.0007 -0.5574 0.4247  -0.101
H1 3.2348 1.2831 -0.4445  0.282
H2 2.4671 -0.1376 -1.1969  0.199
H3 2.1669 1.5088 -1.9159  0.290
H4 1.3159 1.5028 0.8785  0.354
H5 -0.4424 0.8594 -1.6279  0.287
H6 -0.4183 2.3157 -0.6401  0.307
H7 -2.3026 1.1200 0.3146  0.352
H8 -0.8602 0.5364 1.4079  0.316
H9 -0.8190 -1.9208 1.5195  0.286
H10 -2.6214 -1.4872 1.5630  0.277
H11 -2.0833 -2.6838 0.4230  0.276
H12 2.5120 -1.8845 0.1265  0.506
H13 -0.6479 -1.0743 -0.5344  0.404
H14 1.8189 -1.2923 0.2872  0.045

Its net charge is +2. The HOMO-LUMO gap is 5.7 eV. The calculation puts the molar mass at 102.18 Da.

***

ii.
Formula: C5H14N2
Source: the Open Molecules 2025 dataset
Level of theory: wB97M-V/def2-TZVPD

Last column: natural (NBO) charge in e.
CARTESIAN COORDINATES (ANGSTROEM)
C1 0.8551 0.0950 0.3493  0.604
C2 1.7699 -0.7822 1.0187  -0.793
C3 -0.6680 1.6726 -0.6939  -0.419
C4 1.9172 1.9336 -0.8463  -0.414
C5 -1.5845 -1.3215 0.8458  -0.163
N1 0.7010 1.1724 -0.3136  -0.359
N2 -2.2832 -2.0521 -0.2876  -0.767
H1 2.5933 -1.0492 0.3172  0.315
H2 1.3474 -1.5653 1.5687  0.278
H3 2.4101 -0.1063 1.6586  0.315
H4 -0.5395 2.3748 -1.6381  0.270
H5 -1.0680 2.2243 0.1145  0.248
H6 -1.4618 0.9488 -0.8976  0.213
H7 1.7575 3.0863 -0.8572  0.275
H8 1.9161 1.6499 -1.9120  0.251
H9 2.7281 1.6728 -0.2414  0.232
H10 -0.9881 -2.0166 1.5350  0.247
H11 -2.1057 -0.3471 1.0870  0.239
H12 -1.6181 -1.8794 -1.0241  0.456
H13 -3.2454 -1.5946 -0.5488  0.482
H14 -2.4227 -3.1199 -0.1259  0.490

Its net charge is +2. The HOMO-LUMO gap (spin up / spin down) is 8.8 / 9.6 eV. The calculation puts the molar mass at 102.18 Da.

***

Which one sits at the bottom of the stability order? i does.

***

i.
Formula: C4H9FN2O
Source: the Open Molecules 2025 dataset
Level of theory: wB97M-V/def2-TZVPD

Last column: natural (NBO) charge in e.
CARTESIAN COORDINATES (ANGSTROEM)
C1 2.3088 -0.8995 0.2646  -0.273
C2 -1.0338 -0.5493 -0.4939  -0.264
C3 -2.4784 -0.4274 0.0636  0.050
C4 0.2774 1.6772 0.1130  0.293
H1 2.6553 -0.1930 1.1085  0.180
H2 3.1754 -1.3066 -0.1212  0.200
H3 1.8060 -1.5892 0.9637  0.184
H4 -0.7795 -1.6011 -0.3533  0.215
H5 -1.1399 -0.4228 -1.4880  0.193
H6 -3.1199 -1.0619 -0.6547  0.169
H7 -2.6512 -0.7771 1.1143  0.173
H8 -0.6232 2.0468 1.0372  0.159
H9 1.9295 1.9942 -0.7950  0.363
N1 0.1290 0.1279 0.1871  -0.189
N2 1.1890 2.4519 -0.2665  -0.648
O1 1.2644 -0.3363 -0.6592  -0.441
F1 -2.9088 0.8662 -0.0202  -0.363

The HOMO-LUMO gap is 10.7 eV. The calculation puts the molar mass at 120.13 Da.

***

ii.
Formula: C4H9FN2O
Source: the Open Molecules 2025 dataset
Level of theory: wB97M-V/def2-TZVPD

Last column: natural (NBO) charge in e.
CARTESIAN COORDINATES (ANGSTROEM)
C1 3.0208 0.9197 0.0127  -0.697
C2 1.6163 0.3981 -0.0157  0.515
O1 0.5701 1.2361 0.2418  -0.681
N1 1.2327 -0.7738 -0.2611  -0.119
F1 2.3127 -1.7673 -0.4767  -0.308
H1 3.3627 1.1350 -0.9817  0.245
H2 2.8086 1.9004 0.5722  0.244
H3 3.6179 0.1216 0.5055  0.257
H4 -0.2458 0.8063 0.0404  0.516
C3 -1.6885 -1.7277 -0.2051  -0.010
N2 -1.5775 -0.5679 0.1794  -0.438
C4 -2.6658 0.4597 0.2002  -0.462
H5 -2.6243 -2.1236 -0.4350  0.135
H6 -0.8207 -2.2888 -0.2342  0.193
H7 -2.2824 1.5127 0.0230  0.207
H8 -3.5315 0.2524 -0.4013  0.190
H9 -3.1052 0.5071 1.2357  0.214

The HOMO-LUMO gap is 10.6 eV. The calculation puts the molar mass at 120.13 Da.

***

Which one sits at the bottom of the stability order? i does.

***

i.
Formula: C28H37N4OPTi
Source: the Open Molecules 2025 dataset
Level of theory: wB97M-V/def2-TZVPD

Last column: Löwdin spin population.
CARTESIAN COORDINATES (ANGSTROEM)
Ti1 0.2256 -0.1150 0.1093  1.785
N1 -1.8795 -0.8437 -0.6890  0.010
C1 -2.9632 0.1422 -0.4445  0.002
C2 -2.5894 1.0477 0.7153  0.004
N2 -1.2147 1.5877 0.5797  0.016
C3 -1.0558 2.6457 -0.4520  0.007
C4 -0.6988 2.0994 -1.8264  0.006
N3 0.4669 1.1854 -1.7406  0.024
H1 -1.9013 -1.1429 -1.6610  0.001
H2 -2.0804 -1.6913 -0.1618  0.003
H3 -3.9096 -0.3502 -0.2187  0.000
H4 -3.1276 0.7225 -1.3495  0.000
H5 -2.6191 0.4796 1.6480  0.001
H6 -3.3205 1.8564 0.8003  0.000
H7 -1.0007 2.0229 1.4717  0.003
H8 -0.2514 3.3045 -0.1161  0.001
H9 -1.9582 3.2591 -0.5272  0.001
H10 -0.5093 2.9405 -2.4957  0.000
H11 -1.5239 1.5379 -2.2568  0.000
H12 1.3234 1.7345 -1.7239  0.004
H13 0.5274 0.6438 -2.5992  0.005
C5 1.3163 1.6319 2.8902  0.006
C6 2.7533 1.7423 2.3965  0.000
C7 3.2983 3.1293 2.7372  0.000
C8 2.8407 1.4724 0.8875  0.008
C9 4.2673 1.4487 0.3486  0.002
O1 4.5666 0.0408 0.3069  0.006
C10 3.4169 -0.6263 0.3508  0.012
N4 2.3605 0.0983 0.5605  0.014
C11 3.5941 -2.0883 0.1942  0.000
C12 4.8960 -2.5601 0.3917  0.001
C13 5.1940 -3.9076 0.2920  -0.001
C14 4.1984 -4.8153 -0.0270  0.001
C15 2.9061 -4.3617 -0.2363  0.000
C16 2.5843 -3.0127 -0.1230  0.003
P1 0.8507 -2.5373 -0.3458  0.027
C17 0.0067 -3.1435 1.1471  0.013
C18 -0.3835 -2.1532 2.0512  0.008
C19 -1.0160 -2.4682 3.2448  0.002
C20 -1.2737 -3.7995 3.5403  0.000
C21 -0.8937 -4.7971 2.6507  0.003
C22 -0.2586 -4.4741 1.4607  0.002
C23 0.2463 -3.5079 -1.7486  0.002
C24 1.0226 -3.5529 -2.9082  0.000
C25 0.5411 -4.1830 -4.0447  0.000
C26 -0.7199 -4.7660 -4.0372  -0.001
C27 -1.4974 -4.7202 -2.8897  0.000
C28 -1.0194 -4.0918 -1.7471  -0.001
H14 1.2726 1.7095 3.9760  0.000
H15 0.8559 0.6742 2.6235  0.004
H16 0.7177 2.4553 2.4866  0.000
H17 3.3586 0.9798 2.8992  0.000
H18 2.7850 3.9020 2.1579  0.000
H19 4.3668 3.2239 2.5540  0.000
H20 3.1356 3.3478 3.7919  0.000
H21 2.2247 2.2118 0.3636  0.002
H22 5.0016 1.9238 0.9885  0.000
H23 4.3602 1.8370 -0.6661  0.000
H24 5.6845 -1.8641 0.6327  0.000
H25 6.2085 -4.2424 0.4582  0.000
H26 4.4228 -5.8694 -0.1178  0.000
H27 2.1341 -5.0709 -0.5078  0.000
H28 -0.1589 -1.0892 1.9068  0.010
H29 -1.2984 -1.6884 3.9399  0.000
H30 -1.7662 -4.0611 4.4670  0.000
H31 -1.0894 -5.8342 2.8882  0.000
H32 0.0290 -5.2620 0.7756  0.000
H33 2.0122 -3.1103 -2.9215  0.000
H34 1.1533 -4.2253 -4.9354  0.000
H35 -1.0908 -5.2636 -4.9229  0.000
H36 -2.4735 -5.1866 -2.8754  0.000
H37 -1.6270 -4.0933 -0.8496  0.000

Its spin multiplicity is 3. Its net charge is +2. The HOMO-LUMO gap (spin up / spin down) is 7.6 / 8.8 eV. The calculation puts the molar mass at 524.47 Da.

***

ii.
Formula: C28H37N4OPTi
Source: the Open Molecules 2025 dataset
Level of theory: wB97M-V/def2-TZVPD

Last column: Löwdin spin population.
CARTESIAN COORDINATES (ANGSTROEM)
Ti1 0.1471 -0.5555 -0.2194  1.778
N1 0.1302 -0.5157 2.0949  0.016
C1 1.2961 0.2974 2.5126  0.005
C2 2.4944 -0.0219 1.6408  0.004
N2 2.1861 0.3322 0.2423  0.024
C3 3.1389 -0.1660 -0.7651  0.005
C4 2.5360 -0.0047 -2.1491  0.005
N3 1.2438 -0.7311 -2.2483  0.017
H1 -0.7240 -0.0901 2.4477  0.002
H2 0.1840 -1.4227 2.5531  0.003
H3 1.5412 0.1351 3.5639  0.000
H4 1.0347 1.3487 2.3931  0.001
H5 2.7105 -1.0945 1.6776  0.001
H6 3.3849 0.5022 1.9989  0.000
H7 2.1578 1.3481 0.1791  0.007
H8 3.3369 -1.2199 -0.5478  0.001
H9 4.0921 0.3666 -0.7069  0.000
H10 3.2428 -0.3528 -2.9046  0.000
H11 2.3393 1.0517 -2.3470  0.001
H12 1.4355 -1.6997 -2.4923  0.003
H13 0.7061 -0.3521 -3.0269  0.002
C5 -0.3511 -5.3743 -1.0350  0.000
C6 -0.4901 -4.0131 -0.3526  0.002
C7 0.9095 -3.4497 -0.0982  0.007
C8 -1.4082 -3.1063 -1.1773  0.005
C9 -2.8429 -3.6533 -1.2827  0.001
O1 -3.6648 -2.6047 -0.7205  0.002
C10 -2.8699 -1.6198 -0.3315  0.007
N4 -1.6100 -1.7820 -0.5541  0.012
C11 -3.5418 -0.4970 0.3538  0.001
C12 -4.7529 -0.8179 0.9668  0.001
C13 -5.4836 0.1344 1.6642  -0.001
C14 -5.0156 1.4310 1.7342  0.001
C15 -3.8211 1.7701 1.1062  -0.001
C16 -3.0627 0.8302 0.4128  0.005
P1 -1.5075 1.4127 -0.3618  0.040
C17 -1.8364 1.3339 -2.1558  0.009
C18 -0.8333 1.8140 -3.0021  0.006
C19 -0.9842 1.7600 -4.3779  0.000
C20 -2.1379 1.2132 -4.9278  0.002
C21 -3.1394 0.7391 -4.0943  0.001
C22 -2.9932 0.8017 -2.7137  0.002
C23 -1.3888 3.1748 -0.0063  0.006
C24 -0.7748 3.5669 1.1854  0.001
C25 -0.6873 4.9063 1.5271  0.000
C26 -1.2059 5.8666 0.6674  0.000
C27 -1.8163 5.4853 -0.5176  0.000
C28 -1.9151 4.1454 -0.8547  0.000
H14 0.2879 -6.0371 -0.4534  0.000
H15 0.0990 -5.2619 -2.0233  0.000
H16 -1.3087 -5.8773 -1.1580  0.000
H17 -0.9781 -4.1515 0.6197  0.000
H18 1.5733 -3.5734 -0.9560  0.001
H19 1.3642 -3.9599 0.7513  0.000
H20 0.9385 -2.3781 0.2051  0.009
H21 -0.9723 -2.9588 -2.1729  0.000
H22 -3.0111 -4.5453 -0.6805  0.000
H23 -3.1907 -3.8209 -2.2991  0.000
H24 -5.1278 -1.8282 0.8984  0.000
H25 -6.4137 -0.1459 2.1386  0.000
H26 -5.5748 2.1901 2.2640  0.000
H27 -3.4822 2.7954 1.1513  0.000
H28 0.0623 2.2692 -2.5854  0.002
H29 -0.2118 2.1604 -5.0216  0.000
H30 -2.2586 1.1722 -6.0013  0.000
H31 -4.0485 0.3308 -4.5141  0.000
H32 -3.8018 0.4505 -2.0860  0.000
H33 -0.3848 2.8207 1.8659  0.000
H34 -0.2192 5.2012 2.4560  0.000
H35 -1.1355 6.9147 0.9233  0.000
H36 -2.2226 6.2364 -1.1809  0.000
H37 -2.4013 3.8577 -1.7776  0.000

Its spin multiplicity is 3. Its net charge is +2. The HOMO-LUMO gap (spin up / spin down) is 7.6 / 8.6 eV. The calculation puts the molar mass at 524.47 Da.

***

Which one sits at the bottom of the stability order? i does.

***

i.
Formula: C7H12N2O
Source: the Open Molecules 2025 dataset
Level of theory: wB97M-V/def2-TZVPD

Last column: natural (NBO) charge in e.
CARTESIAN COORDINATES (ANGSTROEM)
C1 -0.8586 0.4194 0.7295  -0.259
C2 2.1482 -0.6906 -0.3634  -0.408
C3 0.4601 -1.0478 -2.0951  -0.408
C4 -0.1185 1.0883 1.8821  -0.590
C5 -2.3652 0.5423 0.8307  -0.610
N1 0.7537 -0.4281 -0.7830  -0.385
C6 -0.4011 -0.8670 0.2725  0.746
C7 0.2079 1.1170 -0.6804  0.308
O1 -0.8003 -1.9982 0.2668  -0.516
N2 0.4551 2.1506 -1.1789  -0.525
H1 2.8339 -0.3337 -1.1320  0.227
H2 2.3475 -0.1710 0.5702  0.220
H3 2.2692 -1.7635 -0.2110  0.213
H4 0.5190 -2.1311 -1.9932  0.218
H5 -0.5515 -0.7781 -2.3926  0.228
H6 1.1754 -0.6796 -2.8297  0.225
H7 0.9404 0.8294 1.9154  0.207
H8 -0.1817 2.1752 1.7841  0.239
H9 -0.5745 0.8065 2.8381  0.205
H10 -2.7361 0.2789 1.8283  0.212
H11 -2.8724 -0.0994 0.1075  0.220
H12 -2.6504 1.5803 0.6339  0.234

The HOMO-LUMO gap is 8.1 eV. The calculation puts the molar mass at 140.19 Da.

***

ii.
Formula: C7H12N2O
Source: the Open Molecules 2025 dataset
Level of theory: wB97M-V/def2-TZVPD

Last column: natural (NBO) charge in e.
CARTESIAN COORDINATES (ANGSTROEM)
C1 -1.0893 1.0456 -1.1872  -0.614
C2 -0.6203 -0.4082 -1.2096  -0.402
C3 0.1570 -0.8404 0.0547  0.424
C4 -0.7190 -0.9421 1.2970  -0.665
O1 0.6373 -2.1423 -0.3198  -0.709
N1 1.3460 0.0240 0.2469  -0.379
C5 1.6921 0.8236 1.2929  -0.133
C6 2.9753 1.2381 0.9840  -0.081
N2 3.3419 0.7877 -0.2200  -0.460
C7 2.3390 -0.0014 -0.6466  0.159
H1 -1.4155 1.3276 -2.1932  0.221
H2 -0.2287 1.5175 -0.8357  0.214
H3 -1.8317 1.1389 -0.4511  0.196
H4 -1.3641 -1.1605 -1.4142  0.216
H5 0.0844 -0.4571 -2.1161  0.209
H6 0.0223 -1.3704 2.0020  0.221
H7 -1.7671 -1.2637 1.2224  0.253
H8 -0.8005 0.1562 1.6050  0.222
H9 0.6941 -2.6241 0.5393  0.466
H10 1.0847 0.9137 2.1371  0.214
H11 3.4979 2.0353 1.4846  0.203
H12 2.3746 -0.4849 -1.6647  0.225

The HOMO-LUMO gap is 9.3 eV. The calculation puts the molar mass at 140.19 Da.

***

Which one sits at the bottom of the stability order? i does.

***

i.
Formula: C4H10NOP
Source: the Open Molecules 2025 dataset
Level of theory: wB97M-V/def2-TZVPD

Last column: natural (NBO) charge in e.
CARTESIAN COORDINATES (ANGSTROEM)
H1 -2.3798 -1.8718 1.9317  0.346
N1 -1.9288 -0.9950 1.5919  -0.714
C1 -0.8789 -1.2811 0.8963  0.588
C2 -0.3019 -2.6434 0.6806  -0.704
O1 -0.1105 -0.3685 0.2099  -0.786
P1 0.1457 1.2875 0.6450  1.112
C3 1.6720 1.3813 -0.3507  -0.989
C4 -1.0962 2.0472 -0.5815  -0.959
H2 0.7442 -2.5743 0.3806  0.237
H3 -0.5091 -3.3452 1.5462  0.229
H4 -0.8468 -2.9394 -0.2425  0.237
H5 1.8557 0.6180 -1.0809  0.245
H6 2.5635 1.2825 0.3258  0.231
H7 1.7906 2.3372 -0.8729  0.236
H8 -1.2262 1.7511 -1.5964  0.229
H9 -0.8187 3.1649 -0.5395  0.218
H10 -2.1308 1.9509 -0.1852  0.243

The HOMO-LUMO gap is 10.2 eV. The calculation puts the molar mass at 119.10 Da.

***

ii.
Formula: C4H10NOP
Source: the Open Molecules 2025 dataset
Level of theory: wB97M-V/def2-TZVPD

Last column: natural (NBO) charge in e.
CARTESIAN COORDINATES (ANGSTROEM)
C1 2.4982 -0.1791 0.3914  -0.146
C2 1.6962 0.5857 -0.5402  0.089
C3 -1.2332 1.3378 0.8698  -0.689
C4 -1.3407 0.9202 -0.5310  -0.011
N1 -1.4857 -0.4774 -0.7198  -0.878
O1 1.1899 -0.5447 0.0455  -0.517
P1 -0.7019 -1.6984 0.2401  0.571
H1 3.2331 -0.8985 0.2200  0.185
H2 2.7187 0.2528 1.4118  0.182
H3 1.6908 0.5169 -1.5976  0.163
H4 -0.8158 2.3642 0.9083  0.221
H5 -0.6568 0.6545 1.4288  0.218
H6 -2.1983 1.2805 1.4662  0.209
H7 -1.1401 1.6603 -1.2649  0.190
H8 -1.5030 -0.7580 -1.6641  0.383
H9 -1.8957 -2.6931 0.1436  -0.103
H10 -0.0558 -2.3236 -0.8079  -0.067

The HOMO-LUMO gap (spin up / spin down) is 6.0 / 9.4 eV. The calculation puts the molar mass at 119.10 Da.

***

Which one sits at the bottom of the stability order? ii does.